1.
Below is C16H34O3P2PdS as an isolated structure, with properties calculated with wB97M-V/def2-TZVPD.

The geometry in ORCA input format:
```
! wB97M-V def2-TZVPD RIJCOSX def2/J DEFGRID3
* xyz 2 5
P -2.193 -1.051 -0.038
P 1.805 -2.007 0.039
C -1.173 -2.614 0.022
C 0.232 -2.814 0.629
H -1.143 -2.940 -1.048
H -1.794 -3.403 0.527
H 0.193 -2.654 1.745
H 0.450 -3.893 0.499
C 2.553 -2.381 -1.559
H 3.365 -1.653 -1.732
H 1.889 -2.229 -2.433
H 3.038 -3.376 -1.582
C 2.828 -2.742 1.298
H 2.813 -3.832 1.164
H 2.386 -2.445 2.256
H 3.839 -2.343 1.156
C -3.247 -1.434 -1.502
H -3.892 -0.561 -1.495
H -3.913 -2.306 -1.452
H -2.698 -1.465 -2.449
C -3.300 -1.577 1.304
H -2.706 -1.656 2.226
H -3.841 -2.535 1.180
H -4.026 -0.765 1.376
Pd -1.039 -4.702 -2.254
C 0.118 -6.219 -0.932
C 0.411 -6.007 -2.280
C -0.201 -6.783 -3.429
C -1.779 -6.966 -3.340
C -2.570 -5.837 -2.688
C -2.689 -5.641 -1.285
C -2.304 -6.653 -0.232
C -0.877 -7.236 -0.457
C -1.743 0.714 -0.224
H 0.831 -5.864 -0.153
H 1.455 -5.619 -2.453
H 0.265 -7.765 -3.558
H 0.081 -6.279 -4.364
H -2.112 -6.938 -4.384
H -2.042 -7.966 -2.974
H -3.260 -5.206 -3.303
H -3.381 -4.883 -0.892
H -2.978 -7.517 -0.299
H -2.396 -6.258 0.807
H -0.553 -7.630 0.520
H -0.916 -8.127 -1.116
H -1.232 1.222 0.604
H -2.678 1.204 -0.339
H -1.082 0.852 -1.072
C 3.518 0.883 2.176
S 1.828 0.685 1.679
O 1.103 -0.143 2.607
O 1.268 1.947 1.238
O 1.812 -0.453 0.113
H 3.544 1.504 3.074
H 4.110 1.399 1.430
H 3.936 -0.091 2.402
*
```

Its energy above the lowest of the compared OMol25 structures with the same formula, charge and spin is 0.0 kJ/mol. Its total energy is -2063.63976 hartree. As for the expectation value of S²: 6.015. Its HOMO energy (alpha / beta) is -9.85 / -15.15 eV. The LUMO energy (alpha / beta) is -6.34 / -10.08 eV.

2.
Below is C16H35ClGaO7 as an isolated structure, with properties calculated with wB97M-V/def2-TZVPD.

The geometry in ORCA input format:
```
! wB97M-V def2-TZVPD RIJCOSX def2/J DEFGRID3
* xyz -1 1
C -5.130 -5.186 -2.839
C -3.976 -5.505 -3.038
Ga -2.063 -6.089 -3.212
Cl -1.168 -4.984 -4.979
C -1.087 -5.558 -1.513
O -0.781 -6.656 -0.630
C -1.939 -7.307 -0.172
H -6.154 -4.955 -2.629
H -2.026 -7.658 -3.478
H -0.130 -5.075 -1.733
H -1.693 -4.822 -0.959
H -1.754 -7.670 0.846
H -2.201 -8.162 -0.812
H -2.801 -6.626 -0.147
C 2.107 -0.542 2.468
O 2.394 -1.098 1.211
C 2.048 -2.465 1.045
C 1.184 -2.682 -0.176
O -0.122 -2.141 -0.069
C -0.314 -0.753 -0.253
C -0.301 -0.316 -1.701
O 0.994 -0.390 -2.266
C 1.055 -1.010 -3.535
H 2.914 -0.715 3.191
H 1.995 0.532 2.325
H 1.170 -0.935 2.879
H 1.522 -2.842 1.929
H 2.967 -3.050 0.923
H 1.027 -3.760 -0.270
H 1.694 -2.346 -1.081
H 0.380 -0.154 0.343
H -1.327 -0.563 0.114
H -0.658 0.724 -1.745
H -1.006 -0.937 -2.263
H 0.351 -1.843 -3.613
H 2.065 -1.399 -3.664
H 0.850 -0.296 -4.340
C 1.752 7.844 1.706
O 0.793 6.913 2.147
C -0.416 6.900 1.412
C -0.837 5.500 1.020
O 0.000 4.884 0.059
C 1.233 4.327 0.490
C 1.112 3.006 1.215
O 0.523 3.155 2.497
C -0.485 2.218 2.812
H 1.551 8.848 2.098
H 2.723 7.515 2.072
H 1.790 7.894 0.613
H -0.325 7.515 0.510
H -1.217 7.327 2.030
H -1.807 5.599 0.524
H -0.975 4.876 1.905
H 1.815 5.038 1.079
H 1.781 4.122 -0.433
H 2.125 2.596 1.323
H 0.535 2.306 0.601
H -1.048 1.923 1.921
H -1.174 2.688 3.515
H -0.070 1.321 3.280
*
```

Its total energy is -3542.16429 hartree. Its HOMO energy is -4.64 eV. The LUMO energy is 2.17 eV.

3.
Below is C16H36B2F12Mg2N2O14S4 as an isolated structure, with properties calculated with wB97M-V/def2-TZVPD.

The geometry in ORCA input format:
```
! wB97M-V def2-TZVPD RIJCOSX def2/J DEFGRID3
* xyz 0 1
Mg -2.467 0.956 -0.410
Mg 1.991 -2.713 -0.237
C 4.014 -0.457 -4.377
F 5.350 -0.516 -4.427
F 3.670 0.340 -3.347
F 3.630 0.146 -5.524
S 3.174 -2.271 -4.365
O 1.720 -2.151 -4.262
O 3.663 -2.797 -5.677
N 3.659 -3.061 -2.793
S 5.019 -3.802 -3.181
O 5.822 -3.242 -4.268
O 5.791 -4.064 -1.973
C 4.470 -5.576 -3.813
F 3.692 -6.233 -2.940
F 3.579 -5.306 -4.724
F 5.537 -6.324 -4.190
C -6.325 -0.083 -3.058
F -6.795 1.133 -2.620
F -6.268 -0.819 -1.928
F -7.161 -0.704 -3.892
S -4.594 -0.026 -3.890
O -3.860 -1.153 -3.375
O -4.720 0.056 -5.334
N -3.944 1.415 -3.072
S -4.359 2.692 -3.896
O -5.485 2.582 -4.792
O -4.410 3.842 -3.018
C -2.853 2.919 -5.189
F -3.085 2.197 -6.295
F -2.816 4.250 -5.504
F -1.641 2.548 -4.707
B 0.200 -0.172 -0.629
H 1.242 -0.370 -0.829
H -0.201 0.485 -1.384
H -0.324 -1.116 -0.629
H 0.048 0.336 0.311
B -3.843 -0.274 1.656
H -3.373 -1.060 1.086
H -4.403 0.294 0.929
H -4.545 -0.627 2.396
H -3.086 0.337 2.122
C -0.241 -5.012 -1.353
O 0.266 -4.288 -0.226
C -0.642 -4.508 0.902
C -0.242 -3.789 2.185
O 0.739 -2.831 1.940
C 1.453 -2.389 3.113
C 2.494 -1.396 2.676
O 3.033 -1.868 1.360
C 4.404 -1.315 1.251
H 0.318 -4.646 -2.215
H -1.278 -5.069 -1.684
H 0.130 -6.034 -1.277
H -0.609 -5.572 1.138
H -1.684 -4.223 0.759
H 0.060 -4.504 2.950
H -1.024 -3.149 2.595
H 1.933 -3.266 3.547
H 0.848 -1.957 3.910
H 3.250 -1.164 3.426
H 2.026 -0.421 2.540
H 4.534 -0.248 1.430
H 5.044 -1.508 0.390
H 5.159 -1.749 1.906
C 2.497 4.195 4.794
O 1.754 4.131 5.957
C 0.509 3.381 5.880
C -0.643 4.213 5.359
O -0.766 4.104 3.949
C -1.707 5.042 3.367
C -2.451 4.324 2.250
O -1.517 3.732 1.339
C -0.444 4.493 0.900
H 3.323 4.769 5.212
H 2.074 4.676 3.912
H 2.812 3.178 4.558
H 0.291 3.061 6.899
H 0.647 2.513 5.237
H -0.645 5.288 5.540
H -1.563 4.019 5.910
H -1.191 5.943 3.035
H -2.386 5.343 4.164
H -2.827 5.129 1.619
H -3.222 3.683 2.676
H 0.346 4.618 1.640
H -0.701 5.463 0.475
H 0.125 3.994 0.116
*
```

Its total energy is -5034.61334 hartree. Its HOMO energy is -10.13 eV. The LUMO energy is -2.65 eV.

4.
Below is C16H36BN7PPm as an isolated structure, with properties calculated with wB97M-V/def2-TZVPD.

The geometry in ORCA input format:
```
! wB97M-V def2-TZVPD RIJCOSX def2/J DEFGRID3
* xyz 2 5
Pm 8.544 5.923 8.556
C 10.391 6.713 5.973
N 11.633 6.454 6.638
C 12.839 7.128 6.180
C 13.857 6.879 7.308
N 13.119 6.063 8.266
C 13.780 5.719 9.517
C 11.802 5.963 7.896
N 10.773 5.467 8.540
C 10.808 4.458 9.585
C 10.251 4.966 10.888
N 8.790 5.103 10.801
C 8.094 5.555 11.844
N 6.728 5.426 11.899
C 5.896 4.974 10.794
C 6.144 6.077 13.073
C 7.356 6.636 13.789
N 8.510 6.138 13.007
C 9.839 6.444 13.480
H 10.499 7.658 5.390
H 9.536 6.842 6.659
H 10.153 5.917 5.271
H 12.663 8.226 6.073
H 13.193 6.734 5.237
H 14.213 7.818 7.752
H 14.770 6.371 6.982
H 14.784 6.169 9.499
H 13.867 4.643 9.642
H 13.263 6.164 10.368
H 11.829 4.108 9.735
H 10.227 3.565 9.299
H 10.768 5.905 11.122
H 10.486 4.234 11.681
H 6.245 5.398 9.854
H 4.866 5.267 10.958
H 5.888 3.898 10.703
H 5.613 5.407 13.737
H 5.446 6.837 12.739
H 7.472 6.313 14.826
H 7.355 7.742 13.758
H 9.748 6.948 14.445
H 10.334 7.157 12.801
H 10.471 5.576 13.602
B 5.778 5.802 7.154
C 6.931 4.959 6.522
N 7.822 4.308 6.115
H 5.206 6.464 6.333
H 6.335 6.653 7.924
H 5.037 5.114 7.804
C 8.474 10.041 7.496
P 8.202 8.975 8.961
C 6.602 9.546 9.677
C 9.408 9.699 10.118
H 8.513 11.099 7.840
H 7.693 9.915 6.726
H 9.454 9.833 7.019
H 6.604 10.634 9.828
H 6.503 9.060 10.647
H 5.787 9.241 8.995
H 9.270 10.783 10.191
H 10.420 9.502 9.784
H 9.265 9.265 11.092
*
```

Its energy above the lowest of the compared OMol25 structures with the same formula, charge and spin is 0.0 kJ/mol. Its total energy is -1988.62013 hartree. As for the expectation value of S²: 6.006. Its HOMO energy (alpha / beta) is -14.78 / -14.78 eV. The LUMO energy (alpha / beta) is -6.67 / -5.91 eV.

5.
Below is a 6-piece molecular cluster, C16H36Cl8O4 overall, with properties calculated with wB97M-V/def2-TZVPD.

The geometry in ORCA input format:
```
! wB97M-V def2-TZVPD RIJCOSX def2/J DEFGRID3
* xyz 0 1
C -4.007 -2.799 0.268
O -4.011 -4.057 0.925
C -2.950 -4.924 0.640
C -3.061 -6.242 1.532
O -4.328 -6.941 1.332
C -4.232 -7.912 0.332
H -4.813 -2.222 0.722
H -4.138 -2.918 -0.807
H -3.059 -2.265 0.347
H -2.060 -4.342 0.879
H -2.905 -5.098 -0.435
H -2.998 -5.999 2.592
H -2.252 -6.943 1.328
H -4.081 -7.427 -0.632
H -5.215 -8.380 0.279
H -3.433 -8.622 0.542
C -5.226 4.537 -3.178
O -5.808 5.577 -3.966
C -6.272 5.112 -5.230
C -6.946 6.224 -6.091
O -8.263 6.606 -5.751
C -9.243 5.596 -6.051
H -4.761 4.999 -2.307
H -4.424 4.102 -3.775
H -5.911 3.811 -2.742
H -6.919 4.240 -5.134
H -5.381 4.776 -5.759
H -6.710 5.968 -7.124
H -6.279 7.060 -5.884
H -9.087 4.764 -5.364
H -9.241 5.286 -7.096
H -10.245 5.991 -5.883
Cl 5.455 6.171 -0.371
C 7.068 6.804 -0.126
C 7.296 7.445 1.227
Cl 8.831 8.338 1.241
H 7.323 7.440 -0.974
H 7.765 5.979 -0.276
H 7.440 6.689 1.999
H 6.478 8.134 1.440
Cl 1.908 -0.244 0.454
C 2.097 1.184 1.455
C 0.785 1.950 1.554
Cl 0.307 2.517 -0.019
H 2.924 1.787 1.079
H 2.430 0.762 2.403
H 0.840 2.769 2.271
H -0.054 1.350 1.906
Cl 5.848 -1.649 7.431
C 7.561 -1.558 6.961
C 7.876 -2.000 5.499
Cl 6.921 -1.152 4.263
H 8.198 -2.017 7.717
H 7.861 -0.513 7.033
H 7.486 -3.017 5.552
H 8.937 -1.862 5.289
Cl 6.154 -5.482 -0.489
C 4.860 -5.818 0.737
C 4.530 -7.321 0.922
Cl 5.801 -8.164 1.780
H 3.944 -5.323 0.415
H 5.249 -5.417 1.673
H 4.522 -7.834 -0.040
H 3.618 -7.507 1.489
*
```

Its energy above the lowest of the compared OMol25 structures with the same formula, charge and spin is 140.9 kJ/mol. Its total energy is -4613.58563 hartree. Its HOMO energy is -9.68 eV. Its SMILES is COCCOC.COCCOC.ClCCCl.ClCCCl.ClCCCl.ClCCCl. The LUMO energy is 0.29 eV.

6.
Below is C16H36MgN2O8S4 as an isolated structure, with properties calculated with wB97M-V/def2-TZVPD.

The geometry in ORCA input format:
```
! wB97M-V def2-TZVPD RIJCOSX def2/J DEFGRID3
* xyz -1 2
Mg -25.720 -32.867 -19.720
C -26.230 -33.686 -17.807
O -26.062 -34.491 -18.739
O -26.992 -32.867 -18.273
O -25.133 -33.082 -17.822
C -23.907 -37.142 -17.250
C -24.100 -36.269 -16.020
N -24.252 -35.553 -15.090
H -24.566 -36.836 -18.062
H -24.027 -38.208 -17.056
H -22.984 -36.876 -17.764
C -22.889 -32.281 -15.730
C -21.548 -31.643 -15.775
N -20.452 -31.202 -15.827
H -23.524 -31.980 -16.564
H -23.377 -31.891 -14.837
H -22.904 -33.371 -15.756
C -29.426 -30.367 -18.971
S -30.859 -31.307 -19.693
O -30.942 -31.194 -21.186
C -30.113 -32.963 -19.379
H -29.318 -30.715 -17.944
H -29.704 -29.316 -18.907
H -28.520 -30.461 -19.570
H -29.971 -32.948 -18.298
H -29.117 -32.999 -19.820
H -30.759 -33.740 -19.787
C -23.007 -30.490 -19.318
S -24.725 -29.912 -19.649
O -25.558 -31.043 -20.164
C -25.370 -29.637 -17.945
H -22.924 -31.171 -18.472
H -22.508 -29.573 -19.003
H -22.594 -30.941 -20.220
H -24.706 -28.979 -17.384
H -25.504 -30.540 -17.350
H -26.342 -29.148 -18.002
C -28.748 -33.256 -23.017
S -27.358 -32.307 -22.278
O -26.734 -33.147 -21.218
C -26.150 -32.457 -23.631
H -28.407 -34.256 -23.286
H -29.255 -32.737 -23.830
H -29.531 -33.314 -22.260
H -26.015 -33.476 -23.995
H -25.151 -32.129 -23.345
H -26.523 -31.858 -24.462
C -28.599 -36.732 -20.485
S -30.126 -36.776 -19.416
O -30.546 -38.206 -19.128
C -29.308 -36.221 -17.865
H -27.953 -35.856 -20.428
H -29.045 -36.693 -21.479
H -28.046 -37.660 -20.339
H -28.689 -37.069 -17.572
H -30.044 -35.985 -17.096
H -28.811 -35.272 -18.064
C -29.259 -32.437 -15.563
C -30.745 -32.834 -15.550
O -31.120 -33.916 -15.954
C -31.789 -31.846 -15.082
H -28.924 -32.728 -14.567
H -29.089 -31.363 -15.644
H -28.667 -32.850 -16.379
H -32.785 -32.289 -15.089
H -31.626 -30.967 -15.705
H -31.569 -31.535 -14.061
*
```

Its total energy is -3135.25812 hartree. As for the expectation value of S²: 0.753. Its HOMO energy (alpha / beta) is -0.42 / -3.20 eV. The LUMO energy (alpha / beta) is 2.17 / 2.11 eV.

7.
Below is C16H36MnN5O8 as an isolated structure, with properties calculated with wB97M-V/def2-TZVPD.

The geometry in ORCA input format:
```
! wB97M-V def2-TZVPD RIJCOSX def2/J DEFGRID3
* xyz 1 6
Mn 0.052 0.197 -0.325
O 1.004 -1.523 -3.860
C 0.755 -0.219 -3.545
O 0.572 0.069 -2.320
O 0.722 0.597 -4.491
H 1.066 -1.457 -4.835
C -0.258 -3.610 1.629
C 0.556 -3.054 0.473
O 0.542 -1.841 0.250
N 1.167 -3.934 -0.316
C 1.674 -3.567 -1.652
H 0.167 -3.395 2.608
H -0.293 -4.698 1.502
H -1.307 -3.324 1.624
H 1.290 -4.903 -0.088
H 0.904 -3.701 -2.407
H 2.460 -4.290 -1.870
H 2.078 -2.562 -1.632
C -2.145 0.101 3.471
C -0.738 0.069 2.923
O -0.446 0.286 1.753
N 0.216 -0.206 3.827
C 1.655 -0.340 3.531
H -2.828 -0.550 2.927
H -2.549 1.106 3.330
H -2.173 -0.155 4.526
H -0.043 -0.417 4.774
H 1.845 -0.467 2.470
H 1.932 -1.287 3.994
H 2.150 0.528 3.956
C -1.845 3.410 -2.365
C -1.201 3.217 -1.003
O -0.724 2.141 -0.665
N -1.280 4.268 -0.159
C -0.830 4.266 1.201
H -2.767 2.841 -2.447
H -1.140 2.976 -3.076
H -1.971 4.479 -2.517
H -1.858 5.030 -0.469
H -0.033 3.537 1.325
H -1.607 4.023 1.933
H -0.441 5.241 1.495
C 3.055 2.880 1.158
C 2.992 1.569 0.421
O 1.912 1.007 0.233
N 4.147 1.011 0.052
C 4.211 -0.300 -0.557
H 4.079 3.186 1.363
H 2.337 2.857 1.973
H 2.667 3.676 0.512
H 4.997 1.429 0.383
H 5.242 -0.638 -0.620
H 3.850 -0.225 -1.586
H 3.615 -1.031 -0.010
C -4.314 -0.227 -0.386
C -3.026 -0.712 -1.045
O -1.934 -0.325 -0.620
N -3.134 -1.562 -2.054
C -2.021 -2.195 -2.739
H -5.001 -1.069 -0.289
H -4.808 0.525 -0.999
H -4.035 0.163 0.587
H -4.021 -1.734 -2.498
H -2.185 -3.274 -2.774
H -1.074 -2.047 -2.226
H -1.881 -1.846 -3.761
*
```

Its total energy is -2657.99442 hartree. As for the expectation value of S²: 8.752. Its HOMO energy (alpha / beta) is -10.37 / -10.54 eV. The LUMO energy (alpha / beta) is -1.84 / -1.84 eV.

Calculated values (eV Å⁻¹) of strongest force on any atom for the records, taken in order: 4.629; 0.435; 5.181; 2.101; 2.353; 15.602; 2.714.